Below is the molecule C15H27FNP, with properties calculated with ωB97M-V with the def2-TZVPD basis set.

ORCA input file:
```
! wB97M-V def2-TZVPD RIJCOSX def2/J DEFGRID3
* xyz 0 1
H 1.866 -0.335 -2.110
H 2.550 -1.613 1.980
H 4.429 0.699 1.722
H 3.276 -0.958 -0.086
H -6.274 -0.436 0.717
C -1.661 0.731 -0.829
P 0.940 -0.667 -1.034
C -4.216 0.120 -0.106
C -2.681 0.139 0.211
C 2.960 1.243 0.003
H -2.331 -0.253 1.236
H -5.879 0.651 -1.678
F -1.119 -3.814 -0.141
H -1.519 1.711 -2.933
C 0.959 -2.471 -0.428
C -5.174 -0.465 1.060
H 0.836 -3.131 -1.369
C 2.024 -0.615 1.728
N -0.227 -1.139 -2.296
H -0.814 -2.001 1.008
H 2.397 0.176 2.466
H -0.127 0.842 0.771
H -5.113 0.309 1.916
C -4.767 0.659 -1.454
H 2.986 2.591 2.613
H 0.286 -1.559 -3.092
C 4.234 1.544 0.984
H 1.968 -2.808 0.026
C -2.243 1.272 -2.152
C 3.851 2.846 1.890
H -4.114 1.606 -3.486
C -3.749 1.222 -2.478
H 2.208 2.071 0.221
C -0.133 0.746 -0.381
H 3.261 1.346 -1.111
H -4.862 -1.505 1.399
H 0.227 -3.498 1.408
C 2.397 -0.249 0.177
H 5.115 1.812 0.314
H 0.897 -0.716 1.898
H -0.891 -1.866 -1.980
H 3.411 3.640 1.174
C -0.243 -2.875 0.555
H 4.747 3.268 2.456
H 0.316 1.731 -0.787
*
```

SMILES string: CCC[C@@H](C)[PH](N)(CCF)Cc1cccc(C)c1
orbital gap: 0.31999 Eh

Below is the molecule C15H27N3O4S, with properties calculated with ωB97M-V with the def2-TZVPD basis set.

ORCA input file:
```
! wB97M-V def2-TZVPD RIJCOSX def2/J DEFGRID3
* xyz 0 1
H 3.677 0.548 -2.476
C -1.100 -1.517 1.573
C -3.084 1.880 -0.620
O 0.580 0.670 -0.784
C -2.673 -1.519 -0.439
H -1.101 -3.417 -1.336
H 1.367 -2.850 -1.128
H -2.365 -3.125 0.862
N -2.178 -0.376 -0.952
C 3.990 -0.640 0.161
C -1.723 -2.348 0.434
H -2.746 0.899 -2.515
H -0.325 -3.957 0.150
H -4.054 0.172 -1.538
O -3.231 1.481 0.733
H 4.455 2.556 -0.511
H -1.252 -0.451 1.393
H -3.953 2.492 -0.913
H -1.584 -1.757 2.521
C 4.685 0.664 0.555
C 0.566 -2.217 -0.726
C -1.384 2.921 0.775
C -3.059 0.623 -1.503
C -0.654 -3.073 -0.402
O -3.798 -1.917 -0.670
H -2.003 3.689 -1.176
C 4.594 1.499 -0.727
C -1.797 2.736 -0.691
C 3.387 0.910 -1.486
H -3.333 3.323 1.654
O 1.708 0.723 1.386
H -1.014 2.223 -1.245
H 4.116 1.136 1.356
C 0.400 -1.776 1.695
H -2.435 2.041 2.511
H 3.576 -1.187 1.005
N 1.089 -1.522 0.444
H 4.658 -1.291 -0.409
H 0.323 -1.469 -1.484
H -1.110 3.946 1.011
C -2.639 2.477 1.533
S 1.495 0.052 0.139
H 5.500 1.386 -1.323
H 0.601 -2.809 1.992
H -1.243 -0.059 -0.731
H -0.542 2.269 1.013
H 5.710 0.508 0.884
N 2.903 -0.228 -0.710
H 2.567 1.617 -1.601
H 0.845 -1.105 2.430
*
```

SMILES string: O=C(NC[C@@H]1CCCO1)C1CCN(S(=O)(=O)N2CCCC2)CC1
orbital gap: 0.35680 Eh

Below is a cluster of 2 separate species, C15H27N3O5P in total, with properties calculated with ωB97M-V with the def2-TZVPD basis set.

ORCA input file:
```
! wB97M-V def2-TZVPD RIJCOSX def2/J DEFGRID3
* xyz -1 1
H 5.274 1.161 3.357
C 3.033 -2.190 2.259
H 5.892 -0.306 -0.075
C 6.022 -0.051 0.984
H -6.114 2.756 -2.353
H -6.629 1.925 -0.742
H 2.671 -1.365 -0.493
O -0.911 0.124 -1.150
H 1.951 -0.629 3.232
H 2.090 0.219 -1.010
C 2.224 0.021 1.179
H -4.324 0.140 -5.685
O -4.594 0.400 -4.740
H 3.167 -2.528 3.293
C -1.994 0.902 -1.074
H -2.399 -1.246 -3.471
C -3.792 1.503 0.277
C -3.285 1.104 -2.079
H 0.992 -1.542 2.099
O 3.876 1.619 0.530
O -2.360 1.833 0.043
H 2.667 -3.063 1.705
C -6.782 -0.624 -1.644
H 1.305 1.587 2.421
C 1.986 -0.550 -0.238
C 5.002 0.105 3.257
H 5.836 -0.487 3.653
P -3.116 0.887 -3.966
O -4.374 1.265 1.457
C 4.378 -1.770 1.675
N -6.653 0.631 -2.479
H 5.168 -2.366 2.156
H -1.110 -0.221 -3.742
H 1.172 1.903 0.681
C 4.704 -0.258 1.785
C 1.153 1.115 1.443
C 1.982 -1.087 2.235
H 6.822 -0.692 1.377
H 4.400 -2.069 0.620
H -6.615 -0.476 -0.496
H 0.143 0.686 1.439
H 0.967 -0.950 -0.325
H -7.853 -1.094 -1.779
C -4.455 1.462 -1.230
H 6.390 0.979 1.048
N -2.015 -0.538 -4.161
H -7.596 0.903 -2.838
H 4.139 -0.072 3.906
C -5.991 1.769 -1.726
H -6.006 -1.419 -2.026
N 3.561 0.595 1.411
*
```

orbital gap: 0.07222 Eh

Below is a structure of composition C15H27O4PdSSb, with properties calculated with ωB97M-V with the def2-TZVPD basis set.

ORCA input file:
```
! wB97M-V def2-TZVPD RIJCOSX def2/J DEFGRID3
* xyz -1 4
H 4.023 3.310 0.134
C -0.917 3.348 -1.423
C 3.292 3.518 0.915
H -1.035 2.395 -3.388
C -0.568 0.911 2.068
H 0.626 1.366 -3.917
C 2.131 1.897 -2.413
C 1.117 4.514 1.534
H 2.996 5.113 -1.314
H -0.063 4.792 -2.847
C 2.622 3.026 -3.313
Sb 0.928 2.474 -0.669
C 1.336 0.887 -3.244
H 0.786 3.667 2.138
C 1.990 4.092 0.347
S -1.446 1.589 3.198
H 0.793 0.162 -2.628
H 3.025 0.270 -1.256
H -0.584 5.504 -1.316
H 3.993 1.750 -1.244
H -2.578 2.673 -2.593
O -0.512 -3.516 -1.964
Pd 0.161 0.193 0.409
H 0.232 5.065 1.211
C 3.336 1.130 -1.853
O 1.915 -1.681 -0.133
C -0.812 4.734 -2.055
H -2.033 2.438 0.231
H 2.039 0.319 -3.861
C -1.875 3.418 -0.226
C -0.385 -2.673 -1.127
H 3.131 2.604 1.490
H 1.457 5.847 -0.860
H 1.697 5.183 2.178
O -0.915 -1.758 -0.538
C -1.539 2.374 -2.422
H 3.931 0.752 -2.692
C 2.336 5.332 -0.474
H -1.544 1.343 -2.048
H 1.811 3.662 -3.674
H -1.525 4.088 0.560
C 1.591 -2.820 -0.355
O 1.883 -3.974 -0.351
H 3.119 2.596 -4.190
H 2.864 6.033 0.181
H -2.842 3.798 -0.572
H 3.737 4.260 1.584
H 3.354 3.661 -2.812
H -1.780 4.996 -2.497
*
```

⟨S²⟩: 3.763
orbital gap (alpha / beta): 0.17474 / 0.29347 Eh

E readings, ordered: -29482.38015; -39488.83697; -39982.39862; -45034.37140 eV
Maximum force readings, ordered: 0.08310; 0.02163; 0.17647; 0.01390 hartree/bohr